No. 1
Density functional theory data (ωB97M-V/def2-TZVPD) for H5N2P in the gas phase at a distorted geometry.

Bonds (Å) are listed after each position.
Element x y z (Å)
1 N 0.66264 0.06824 -1.17758  P3 1.748, H4 1.077, H5 1.039
2 N -0.78561 0.89264 1.06861  P3 1.524, H6 1.073
3 P -0.23009 -0.28861 0.28249  N1 1.748, N2 1.524, H7 1.471, H8 1.389
4 H 0.49341 1.12254 -1.32167  N1 1.077
5 H 1.64173 -0.12577 -1.46603  N1 1.039
6 H -1.52562 0.77018 1.83524  N2 1.073
7 H 0.64365 -1.11284 1.13150  P3 1.471
8 H -0.90011 -1.32639 -0.35255  P3 1.389

Properties
**SMILES**: N=[PH2]N
**Spin multiplicity**: 1
**Highest occupied orbital energy**: -9.082 eV
**Energy relative to the best compared isomer or geometry (same formula, charge and spin)**: 100.9 kJ/mol
**Gap between HOMO and LUMO**: 10.3 eV
**E**: -453.80980 Eh

=====

No. 2
Density functional theory data (ωB97M-V/def2-TZVPD) for 2 unconnected molecules or ions with the total composition C3H7FN3O4 at a distorted geometry.

Bonds (Å) are listed after each position.
Element x y z (Å)
1 C 1.18077 -0.27309 0.71833  C2 1.484, H12 1.091, H13 1.089
2 C 1.29360 -0.33005 -0.76076  C1 1.484, N6 1.493, H14 1.081, H15 1.078
3 C -0.84221 0.87486 1.26972  N4 1.445, N5 1.500, F11 1.310
4 N -0.73941 1.84647 0.20530  C3 1.445, O7 1.225, O8 1.205
5 N -1.83853 -0.22133 1.03232  C3 1.500, O9 1.196, O10 1.240
6 N 0.45815 -1.31465 -1.51069  C2 1.493, H16 1.038, H17 0.985, H18 1.035
7 O -0.72165 1.31372 -0.89736  N4 1.225
8 O -0.67705 3.02864 0.43137  N4 1.205
9 O -1.69214 -1.00728 0.14276  N5 1.196
10 O -2.81503 -0.10322 1.78691  N5 1.240
11 F -0.76489 1.35400 2.48604  C3 1.310
12 H 1.78102 0.52042 1.16686  C1 1.091
13 H 0.93926 -1.15580 1.30791  C1 1.089
14 H 2.33260 -0.55995 -0.95135  C2 1.081
15 H 1.33073 0.60679 -1.29221  C2 1.078
16 H -0.43756 -0.82617 -1.70352  N6 1.038
17 H 0.30761 -2.16025 -1.02931  N6 0.985
18 H 0.90473 -1.59313 -2.40233  N6 1.035

Properties
**Spin multiplicity**: 1
**Highest occupied orbital energy (alpha / beta)**: -14.222 / -14.224 eV
**Energy relative to the best compared isomer or geometry (same formula, charge and spin)**: 155.1 kJ/mol
**Gap between HOMO and LUMO (alpha / beta)**: 8.5 / 8.5 eV
**Total charge**: +1
**E**: -683.02352 Eh

=====

No. 3
Density functional theory data (ωB97M-V/def2-TZVPD) for 9 unconnected molecules or ions with the total composition C16H33BF4N5O3 at a distorted geometry.

Bonds (Å) are listed after each position.
Element x y z (Å)
1 B -0.02042 0.00140 -0.34300  F2 1.389, F3 1.384, F4 1.380, F5 1.380
2 F -0.44942 -1.19860 -0.89500  B1 1.389
3 F -0.91842 0.54740 0.55800  B1 1.384
4 F 1.18858 -0.21560 0.28600  B1 1.380
5 F 0.04458 0.90640 -1.38300  B1 1.380
6 C 2.59958 -1.67960 -3.33600  C7 1.462, H9 0.960, H10 1.143, H11 1.103
7 C 2.57158 -3.13860 -3.25500  C6 1.462, N8 1.127
8 N 2.42758 -4.25460 -3.19100  C7 1.127
9 H 3.35158 -1.24260 -2.92900  C6 0.960
10 H 2.69558 -1.39960 -4.44000  C6 1.143
11 H 1.68958 -1.37360 -2.79300  C6 1.103
12 C 1.38358 -3.51260 -0.08900  C13 1.559, H15 1.142, H16 1.137, H17 1.000
13 C 2.52558 -3.37460 0.96400  C12 1.559, N14 1.117
14 N 3.37158 -3.38160 1.69300  C13 1.117
15 H 1.25658 -4.53260 -0.58600  C12 1.142
16 H 0.58358 -3.32260 0.69600  C12 1.137
17 H 1.30358 -2.82160 -0.80800  C12 1.000
18 C 1.07458 1.58140 3.32500  C19 1.468, H21 1.024, H22 1.186, H23 1.098
19 C 1.60958 2.80740 3.93000  C18 1.468, N20 1.192
20 N 2.02058 3.78940 4.46700  C19 1.192
21 H 1.48358 1.73040 2.39800  C18 1.024
22 H 1.48458 0.67040 3.96400  C18 1.186
23 H -0.00642 1.69640 3.17000  C18 1.098
24 C 4.70558 -0.39160 0.72500  C25 1.551, H27 1.152, H28 1.020, H29 1.098
25 C 4.81858 1.14840 0.87200  C24 1.551, N26 1.163
26 N 4.90358 2.29240 1.06100  C25 1.163
27 H 5.25858 -1.04660 1.49400  C24 1.152
28 H 3.74358 -0.64960 0.50300  C24 1.020
29 H 5.21158 -0.53760 -0.23900  C24 1.098
30 C 2.90358 2.44340 -1.70900  C31 1.545, H33 0.954, H34 1.187, H35 1.102
31 C 3.88258 1.74640 -2.68000  C30 1.545, N32 1.119
32 N 4.63158 1.22640 -3.32900  C31 1.119
33 H 2.66858 1.75240 -1.09500  C30 0.954
34 H 3.40158 3.33440 -1.10300  C30 1.187
35 H 1.94958 2.87840 -2.04900  C30 1.102
36 C -1.89842 -2.23260 2.28400  C37 1.617, H39 0.990, H40 1.057, H41 1.169
37 C -2.98742 -2.44660 1.10800  C36 1.617, O38 1.391, H42 1.057, H43 1.158
38 O -2.43542 -3.05060 -0.01700  C37 1.391, H44 0.966
39 H -2.26742 -1.37760 2.61900  C36 0.990
40 H -1.07342 -2.10560 1.63600  C36 1.057
41 H -1.66842 -3.21560 2.87300  C36 1.169
42 H -3.39542 -1.49060 0.91400  C37 1.057
43 H -3.74742 -3.06860 1.72200  C37 1.158
44 H -1.69142 -2.59260 -0.43000  O38 0.966
45 C -4.89442 0.33440 -2.06800  C46 1.585, H48 1.058, H49 1.146, H50 1.200
46 C -3.31842 0.32940 -1.89500  C45 1.585, O47 1.452, H51 0.999, H52 1.137
47 O -2.80842 1.66940 -2.12500  C46 1.452, H53 0.905
48 H -5.09342 1.28940 -1.65800  C45 1.058
49 H -5.47842 -0.51860 -1.57400  C45 1.146
50 H -5.19042 0.20540 -3.22400  C45 1.200
51 H -3.00842 -0.37260 -2.53500  C46 0.999
52 H -3.03742 -0.02660 -0.85200  C46 1.137
53 H -1.91942 1.51840 -2.19600  O47 0.905
54 C -2.43842 3.49340 0.88400  C55 1.573, H57 1.146, H58 1.048, H59 0.986
55 C -3.34542 2.43640 1.61500  C54 1.573, O56 1.413, H60 1.083, H61 1.173
56 O -2.65342 1.45440 2.35900  C55 1.413, H62 1.079
57 H -3.10242 4.09240 0.16800  C54 1.146
58 H -1.64042 3.14040 0.30400  C54 1.048
59 H -1.96242 4.06440 1.53200  C54 0.986
60 H -4.00442 2.05940 0.84300  C55 1.083
61 H -4.09642 2.95540 2.35100  C55 1.173
62 H -2.19342 0.97640 1.50800  O56 1.079

Properties
**Spin multiplicity**: 1
**Highest occupied orbital energy**: -7.500 eV
**Energy relative to the best compared isomer or geometry (same formula, charge and spin)**: 0.0 kJ/mol
**Gap between HOMO and LUMO**: 10.2 eV
**Total charge**: -1
**E**: -1553.35169 Eh

=====

No. 4
Density functional theory data (ωB97M-V/def2-TZVPD) for C6H6Cl2O in the gas phase at a distorted geometry.

Bonds (Å) are listed after each position.
Element x y z (Å)
1 C -0.40073 1.03660 -0.66053  C5 1.443, C6 1.527, O7 1.191
2 C 0.51184 -1.52566 -0.75046  C3 1.525, C5 1.584, H10 1.122, H11 1.082
3 C -0.97746 -1.45013 -0.43348  C2 1.525, C5 1.579, H12 1.137, H13 1.039
4 C 0.35301 0.25273 1.31796  C5 1.505, C6 1.797, H14 1.123, H15 1.110
5 C -0.05916 -0.22495 -0.04866  C1 1.443, C2 1.584, C3 1.579, C4 1.505
6 C 0.31793 1.81855 0.43673  C1 1.527, C4 1.797, Cl8 1.752, Cl9 1.753
7 O -1.07952 1.39784 -1.56965  C1 1.191
8 Cl 1.90176 2.25652 -0.17105  C6 1.752
9 Cl -0.57134 3.10181 1.23346  C6 1.753
10 H 1.26006 -2.25233 -0.33589  C2 1.122
11 H 0.87402 -1.33855 -1.75313  C2 1.082
12 H -1.66382 -1.39229 -1.33795  C3 1.137
13 H -1.38310 -2.07472 0.29137  C3 1.039
14 H -0.47050 0.26983 2.08090  C4 1.123
15 H 1.38702 0.12476 1.70038  C4 1.110

Properties
**SMILES**: O=C1C(Cl)(Cl)CC12CC2
**Spin multiplicity**: 1
**Highest occupied orbital energy**: -9.886 eV
**Energy relative to the best compared isomer or geometry (same formula, charge and spin)**: 290.5 kJ/mol
**Gap between HOMO and LUMO**: 10.4 eV
**E**: -1227.75703 Eh

=====

- Which of these has the highest E?
  H5N2P